Here is a structure of composition C15H28N3O2PS4Zr from the OMol25 dataset. Energies are from ωB97M-V/def2-TZVPD.

CARTESIAN COORDINATES (ANGSTROEM)
Zr: -0.023 -0.334 0.106
C: 1.376 -0.479 3.079
C: -0.079 -0.417 3.510
N: -0.975 -0.031 2.393
C: -2.301 -0.665 2.533
C: -2.252 -2.175 2.281
S: -1.029 -2.700 1.034
C: 0.338 -3.344 2.064
C: 1.651 -2.621 1.799
N: 1.525 -1.156 1.778
H: 1.967 -0.979 3.853
H: 1.776 0.528 2.958
H: -0.194 0.270 4.351
H: -0.402 -1.392 3.872
H: -1.115 0.977 2.422
H: -2.963 -0.198 1.808
H: -2.707 -0.489 3.535
H: -3.224 -2.510 1.924
H: -2.042 -2.746 3.185
H: 0.460 -4.402 1.840
H: 0.032 -3.277 3.106
H: 2.026 -2.909 0.814
H: 2.392 -2.940 2.540
H: 2.366 -0.794 1.330
S: -2.403 0.456 -0.660
C: -2.056 -0.713 -1.912
C: -2.927 -1.108 -2.930
C: -2.487 -2.042 -3.842
C: -1.198 -2.574 -3.745
C: -0.390 -2.137 -2.721
N: -0.818 -1.226 -1.834
H: -3.918 -0.681 -2.982
H: -3.142 -2.368 -4.640
H: -0.833 -3.304 -4.451
H: 0.626 -2.487 -2.590
C: -0.851 2.850 -3.603
C: 0.448 2.089 -3.557
O: 0.612 1.544 -2.223
P: 1.870 1.470 -1.268
S: 1.150 2.019 0.511
S: 2.429 -0.444 -1.195
O: 2.912 2.447 -1.925
C: 4.347 2.358 -1.698
C: 4.722 2.793 -0.304
H: -1.003 3.241 -4.609
H: -0.836 3.687 -2.906
H: -1.690 2.203 -3.350
H: 1.309 2.721 -3.776
H: 0.451 1.240 -4.243
H: 4.771 3.014 -2.454
H: 4.654 1.332 -1.911
H: 4.325 3.785 -0.091
H: 5.808 2.833 -0.223
H: 4.352 2.097 0.449

Summary:
- Spin multiplicity: 2
- LUMO energy (alpha / beta): -2.584 / -2.485 eV
- Gap between HOMO and LUMO (alpha / beta): 6.60 / 8.31 eV
- Charge: +1
- Strongest force on any atom: 0.49 eV/Å


Here is a structure of composition C15H28N4O3PPd from the OMol25 dataset. Energies are from ωB97M-V/def2-TZVPD.

CARTESIAN COORDINATES (ANGSTROEM)
Pd: 0.716 -0.030 -0.072
N: -0.823 1.280 0.814
C: -1.323 0.625 2.039
C: -2.433 1.397 2.767
C: -3.532 2.048 1.924
C: -4.411 1.081 1.127
N: -4.780 -0.087 1.900
C: -5.862 -0.274 2.611
N: -5.909 -1.346 3.415
N: -6.918 0.555 2.580
C: -1.596 -0.890 1.736
O: -2.635 -1.420 2.200
O: -0.703 -1.468 1.104
H: -0.510 2.224 1.020
H: -1.543 1.346 0.100
H: -0.459 0.591 2.712
H: -1.967 2.193 3.355
H: -2.881 0.716 3.493
H: -3.109 2.773 1.224
H: -4.164 2.628 2.602
H: -3.882 0.700 0.249
H: -5.291 1.594 0.734
H: -3.927 -0.718 2.090
H: -5.123 -1.975 3.441
H: -6.748 -1.608 3.898
H: -6.950 1.319 1.930
H: -7.754 0.347 3.094
C: 1.658 0.246 -4.605
P: 1.213 -0.981 -3.355
C: 0.523 -2.397 -4.237
C: 2.767 -1.535 -2.618
O: 0.266 -0.439 -2.334
H: 2.405 -0.144 -5.294
H: 2.059 1.130 -4.109
H: 0.771 0.536 -5.166
H: 1.190 -2.746 -5.024
H: -0.430 -2.109 -4.676
H: 0.348 -3.208 -3.531
H: 3.384 -2.055 -3.349
H: 2.552 -2.219 -1.791
H: 3.323 -0.679 -2.229
C: 4.386 1.920 1.904
C: 3.605 2.689 1.057
C: 2.429 2.173 0.521
C: 2.074 0.864 0.839
C: 2.830 0.090 1.720
C: 4.005 0.629 2.235
H: 5.294 2.335 2.320
H: 3.909 3.697 0.810
H: 1.818 2.769 -0.148
H: 2.505 -0.910 1.993
H: 4.613 0.040 2.909

Summary:
- Energy above the lowest of the compared OMol25 structures with the same formula, charge and spin: 32.87 kcal/mol
- LUMO energy: -2.578 eV
- Gap between HOMO and LUMO: 8.08 eV
- Charge: +1
- Strongest force on any atom: 0.90 eV/Å


Here is a cluster of 2 separate species, C15H29BFO10PS2 in total in a non-equilibrium geometry from the OMol25 dataset. Energies are from ωB97M-V/def2-TZVPD.

CARTESIAN COORDINATES (ANGSTROEM)
C: 2.711 1.664 1.980
C: 1.571 1.877 0.935
P: 0.578 0.327 0.991
C: 1.734 -0.854 0.189
C: -0.959 0.503 -0.065
C: -2.244 0.662 0.818
C: -2.247 0.170 2.283
C: -2.259 1.285 3.350
C: -0.967 2.012 3.544
O: -0.012 1.553 4.102
O: -0.992 3.258 3.072
C: -1.151 -0.578 -1.198
C: -1.100 -2.051 -0.761
C: -1.932 -2.443 0.468
C: -2.260 -3.938 0.443
F: -1.263 -4.676 -0.181
C: -0.375 -0.312 -2.550
S: 0.535 -1.735 -3.293
C: 0.535 0.925 -2.700
B: 0.567 1.251 -4.291
O: -0.572 1.696 -4.886
O: 1.700 1.072 -5.053
C: 2.051 0.815 -2.357
O: 2.593 -0.312 -2.455
O: 2.618 1.906 -2.119
O: -0.013 2.146 -2.126
S: -1.060 2.097 -0.974
O: -0.841 3.200 -0.091
O: -2.374 2.072 -1.567
H: 2.585 2.360 2.804
H: 2.664 0.670 2.438
H: 3.690 1.833 1.536
H: 2.046 2.022 -0.032
H: 0.985 2.725 1.254
H: 1.730 -1.743 0.827
H: 2.730 -0.428 0.146
H: 1.450 -1.175 -0.799
H: -2.534 1.706 0.860
H: -3.062 0.176 0.299
H: -3.222 -0.298 2.432
H: -1.531 -0.604 2.525
H: -2.563 0.825 4.285
H: -3.034 1.982 3.044
H: -0.146 3.659 3.322
H: -2.204 -0.439 -1.436
H: -0.106 -2.459 -0.640
H: -1.540 -2.611 -1.585
H: -1.337 -2.278 1.360
H: -2.874 -1.905 0.479
H: -3.235 -4.147 0.008
H: -2.295 -4.290 1.475
H: -1.158 -0.183 -3.291
H: -0.551 -2.482 -3.559
H: -0.588 1.438 -5.812
H: 1.989 0.152 -5.012
O: 4.208 -1.979 1.804
H: 4.140 -2.920 2.056
H: 4.899 -1.818 1.128
H: 4.292 -1.383 2.577

Summary:
- LUMO energy: -2.945 eV
- Gap between HOMO and LUMO: 4.73 eV
- Strongest force on any atom: 1.67 eV/Å


Here is a structure of composition C15H29Br3FO10S2Tl in a non-equilibrium geometry from the OMol25 dataset. Energies are from ωB97M-V/def2-TZVPD.

CARTESIAN COORDINATES (ANGSTROEM)
Tl: 1.007 -1.093 -3.327
F: 0.328 0.390 -0.928
O: 1.772 -2.638 -0.679
C: 2.073 -2.654 0.498
O: 2.551 -3.765 1.067
C: 2.752 -3.696 2.412
C: 2.028 -2.377 2.845
C: 1.889 -1.571 1.617
H: 3.802 -3.627 2.697
H: 2.325 -4.558 2.925
H: 2.542 -1.866 3.660
H: 1.090 -2.697 3.298
H: 2.758 -0.917 1.543
H: 0.964 -0.997 1.549
O: 3.387 0.000 -1.587
C: 3.959 1.010 -1.085
O: 5.270 1.046 -0.845
C: 5.697 2.272 -0.284
C: 4.444 2.936 0.236
C: 3.329 2.290 -0.642
H: 6.166 2.836 -1.090
H: 6.422 2.263 0.530
H: 4.426 4.025 0.218
H: 4.291 2.521 1.232
H: 3.068 2.975 -1.449
H: 2.495 1.975 -0.015
O: -0.918 -2.635 -1.510
S: -1.970 -2.959 -0.529
O: -3.049 -3.911 -0.837
O: -1.233 -3.401 0.920
C: -2.000 -4.027 1.908
C: -1.225 -5.031 2.756
C: -2.758 -1.355 -0.131
H: -2.931 -4.513 1.617
H: -2.322 -3.209 2.552
H: -0.808 -5.841 2.157
H: -1.775 -5.503 3.570
H: -0.399 -4.510 3.241
H: -3.547 -1.615 0.574
H: -3.141 -1.003 -1.088
H: -1.952 -0.721 0.240
O: -1.742 4.861 -3.195
S: -2.413 4.332 -2.002
O: -2.635 5.247 -0.812
O: -3.899 3.723 -2.472
C: -3.915 2.731 -3.508
C: -5.362 2.523 -4.007
C: -1.621 2.876 -1.423
H: -3.551 1.765 -3.160
H: -3.277 3.079 -4.321
H: -5.861 1.967 -3.213
H: -5.382 1.819 -4.839
H: -5.961 3.388 -4.291
H: -2.197 2.440 -0.607
H: -0.638 3.197 -1.077
H: -1.469 2.195 -2.260
C: -0.179 1.982 2.154
Br: 1.701 2.492 2.574
Br: -1.417 3.528 2.392
Br: -0.768 0.337 3.123
H: -0.218 1.673 1.109

Summary:
- LUMO energy: -13.337 eV
- Gap between HOMO and LUMO: 2.40 eV
- Charge: +2
- Strongest force on any atom: 4.49 eV/Å